No. 1
C28H35N2O2PRh | the ωB97M-V functional and the def2-TZVPD basis

Results
LUMO energy (spin up / spin down) ... -5.3 / -5.3 eV
HOMO energy (spin up / spin down) ... -10.429 / -10.434 eV
Gap between HOMO and LUMO (spin up / spin down) ... 5.169 / 5.173 eV
Net charge ... +1

```
69
Properties=species:S:1:pos:R:3:mulliken_charge:R:1
Rh -0.67511 -0.08603 -1.29324 -0.4569
C 3.24829 1.62077 -1.72474 -1.1767
C 3.07229 0.17897 -2.20204 0.6192
C 4.37249 -0.62143 -2.19934 -1.4652
P 1.61909 -0.59303 -1.32214 1.5765
C 1.72689 -2.40933 -1.71644 0.2186
C 0.62679 -3.10443 -0.92744 -1.3215
C 1.48049 -2.56533 -3.21284 -1.5525
C 1.85599 -0.45063 0.49726 -0.0803
C 3.10069 -0.33053 1.09226 -0.1850
C 3.25799 -0.09843 2.45896 0.5338
C 4.59879 0.17427 3.04866 -1.8049
C 2.11389 -0.07363 3.26206 -0.9174
C 0.86689 -0.23213 2.71646 -0.5372
C 0.68509 -0.37253 1.31936 -0.7202
N -0.55381 -0.33383 0.79996 0.6377
C -1.73611 -0.47393 1.49596 -0.9523
C -2.57761 0.65707 1.67896 1.6925
C -2.10121 2.00697 1.24956 -1.0603
C -3.81431 0.50687 2.26376 -1.0820
C -4.28251 -0.73743 2.68096 0.5760
C -5.64321 -0.88803 3.26716 -1.5989
C -3.43231 -1.82873 2.54876 -0.8588
C -2.17401 -1.73173 1.98646 1.6657
C -1.36861 -2.98263 1.83686 -1.6317
H 4.18749 2.02187 -2.09574 0.4729
H 3.25549 1.68867 -0.63834 0.2790
H 2.44159 2.24497 -2.10384 0.2523
H 2.72169 0.21547 -3.24274 0.5233
H 4.81109 -0.72723 -1.21254 0.2134
H 5.09269 -0.10333 -2.82894 0.5488
H 4.23249 -1.61343 -2.61804 0.3406
H 2.70339 -2.80933 -1.42474 0.6253
H -0.33051 -2.57763 -1.09034 0.0899
H 0.86259 -3.10553 0.13286 0.2967
H 0.50219 -4.13453 -1.25114 0.5763
H 0.52639 -2.10113 -3.47324 0.2910
H 1.42829 -3.61783 -3.47904 0.4948
H 2.26519 -2.10713 -3.80824 0.3625
H 3.99129 -0.38633 0.48866 0.0672
H 5.39879 -0.03453 2.34366 0.3525
H 4.75479 -0.41193 3.95286 0.4027
H 4.66569 1.22647 3.33266 0.3441
H 2.21209 0.08887 4.32396 0.4530
H -0.02021 -0.19733 3.33296 0.5319
H -1.15011 2.24677 1.72576 0.3104
H -2.82961 2.77237 1.50446 0.4403
H -1.95911 2.00857 0.16546 0.0188
H -4.43381 1.37937 2.40366 0.4479
H -6.32681 -0.14603 2.86026 0.4035
H -5.60331 -0.74483 4.34796 0.2950
H -6.03001 -1.88553 3.07696 0.3983
H -3.76881 -2.79583 2.89216 0.4766
H -1.59631 -3.66493 2.65186 0.5257
H -0.30161 -2.78933 1.84076 0.1917
H -1.62971 -3.48283 0.90396 0.2861
O -3.83171 0.88407 -3.75624 -0.6308
C -2.84461 0.80027 -3.06364 0.4100
O -2.31131 -0.25003 -2.59134 -0.5903
C -2.13311 2.12757 -2.68774 0.5941
C -2.71711 3.33147 -3.05554 -0.6103
C -2.11041 4.51077 -2.65964 -0.3701
C -0.92131 4.44327 -1.94424 -1.0205
C -0.39341 3.20057 -1.64014 -0.3257
N -1.00091 2.07057 -1.99274 -0.0315
H -3.63261 3.29887 -3.63014 0.5512
H -2.55911 5.46087 -2.90094 0.4527
H -0.41361 5.33597 -1.61534 0.4531
H 0.52889 3.09777 -1.08134 0.6875
```

No. 2
C3H14NO4 | the ωB97M-V functional and the def2-TZVPD basis

Results
Energy relative to the best compared isomer or geometry (same formula, charge and spin) ... 85.76 kJ/mol
LUMO energy ... 3.9 eV
HOMO energy ... -4.310 eV
Gap between HOMO and LUMO ... 8.237 eV
Net charge ... -1

```
22
Properties=species:S:1:pos:R:3:mulliken_charge:R:1
C 1.78751 -0.80515 -0.38845 -0.9588
N 0.35517 -1.11658 -0.56272 -0.3056
C -0.34399 -0.19313 -1.43083 -0.5610
C -0.63577 1.28599 -0.85862 -0.3704
O -0.46860 1.42762 0.49900 -0.9141
H 2.05043 -0.90370 0.66140 0.3085
H 2.01716 0.21073 -0.71495 0.3547
H 2.38737 -1.48924 -0.99594 0.2734
H -0.07348 -1.00439 0.34527 0.2148
H -1.35387 -0.57441 -1.59723 0.3235
H 0.15622 -0.09277 -2.39618 0.2832
H -1.69602 1.40630 -1.15326 0.3478
H 0.00335 2.01693 -1.37598 0.2001
H -0.88723 0.47876 1.50702 0.3537
H -2.27094 -0.19058 1.83105 0.3098
O -1.36416 -0.21042 2.15422 -0.8796
H 1.19106 1.82315 0.58296 0.4192
H 1.79604 3.20775 0.02215 0.2642
O 2.01952 2.37269 0.43055 -0.7121
H -1.35707 -2.87404 0.43098 0.3282
H -1.56639 -1.94317 1.69866 0.4259
O -1.74629 -2.83233 1.31090 -0.7053
```

No. 3
C17H15F4O5S3 | the ωB97M-V functional and the def2-TZVPD basis

Results
Energy relative to the best compared isomer or geometry (same formula, charge and spin) ... 0.00 kJ/mol
LUMO energy ... 2.6 eV
HOMO energy ... -3.664 eV
Gap between HOMO and LUMO ... 6.250 eV
Net charge ... -1

```
44
Properties=species:S:1:pos:R:3:mulliken_charge:R:1
C 0.28781 0.94088 1.84199 -2.0309
C 0.36960 0.03816 3.06918 1.7291
C 0.38204 0.89196 4.32825 -1.7088
C -0.85190 -0.89855 3.11154 0.1077
C -0.72839 -2.28327 3.13764 -0.1394
C -1.87701 -3.09161 3.14976 -0.5586
C -3.15234 -2.52864 3.15104 -0.4140
C -3.27434 -1.13715 3.14795 -0.8445
C -2.13723 -0.33423 3.13468 -0.2933
O 1.50785 -0.85252 3.07160 -0.3347
S 2.93448 -0.51006 2.20462 -0.0359
C 3.93552 -1.85531 2.88733 0.6841
F 4.96998 -2.21513 2.05851 -0.2187
F 4.46760 -1.53469 4.10928 -0.2202
F 3.14405 -2.96175 3.06010 -0.2027
H -0.65412 1.51017 1.85896 0.4242
H 1.10481 1.67444 1.81710 0.4852
H 0.28836 0.36072 0.90918 0.7070
H -0.52738 1.50626 4.38405 0.3523
H 0.41954 0.25210 5.21773 0.4070
H 1.24969 1.56047 4.34099 0.3869
H 0.25820 -2.75085 3.14332 0.3938
H -1.74050 -4.16999 3.15535 0.3749
H -4.03813 -3.16115 3.15685 0.3645
H -4.25607 -0.67041 3.15272 0.3613
H -2.22731 0.75345 3.13882 0.2230
F 2.39288 -0.99148 -2.68622 -0.2388
C 1.67826 0.11186 -2.82806 -0.1740
S -0.07310 -0.14808 -2.70608 1.2218
O -0.35060 -1.50616 -3.12899 -0.6698
O -0.61511 0.39840 -1.47398 -0.5924
C -0.52175 0.96862 -4.04572 0.1660
C 0.51523 1.55629 -4.73845 0.1733
C 0.26279 2.38294 -5.82602 -0.5848
C -1.05593 2.65107 -6.18408 -0.4818
C -2.10801 2.05518 -5.48415 -0.5360
C -1.83927 1.19278 -4.42479 -0.5782
S 2.18086 1.12146 -4.20824 1.0804
O 2.84039 2.34432 -3.79622 -0.6476
O 2.75896 0.24036 -5.20648 -0.6552
H 1.10326 2.80859 -6.36189 0.3892
H -1.25692 3.33408 -7.00522 0.3536
H -3.14059 2.25985 -5.75550 0.3535
H -2.62614 0.68662 -3.87843 0.4213
```

No. 4
C25H44B2F4GeIrN4O4Si3 | the ωB97M-V functional and the def2-TZVPD basis

Results
Energy relative to the best compared isomer or geometry (same formula, charge and spin) ... 129.83 kJ/mol
Multiplicity ... 2
LUMO energy (spin up / spin down) ... -6.4 / -8.6 eV
HOMO energy (spin up / spin down) ... -12.201 / -12.157 eV
Gap between HOMO and LUMO (spin up / spin down) ... 5.769 / 3.527 eV
Net charge ... +2

```
88
Properties=species:S:1:pos:R:3:mulliken_charge:R:1
Ir 0.36398 0.41644 -0.75002 -0.4203
C 4.54606 -0.35293 -0.64469 -1.9851
C 3.06542 -0.35871 -0.52711 0.4857
N 2.26802 0.27621 -1.31584 1.0748
O 2.70566 1.03672 -2.33819 -0.5907
B 1.65803 1.54552 -3.27562 0.8825
F 0.92924 0.27261 -3.77448 -0.3965
F 2.26856 2.10531 -4.31768 -0.2462
O 0.56360 2.43588 -2.82291 -0.6382
N -0.27388 1.91549 -1.90154 1.1192
C -1.37891 2.48979 -1.56833 0.5171
C -1.87281 3.75592 -2.16800 -2.0334
C -2.08505 1.78827 -0.45297 0.3088
N -1.43434 0.77125 -0.00067 0.7096
O -1.89547 0.02958 1.02257 -0.5347
B -0.84465 -0.44960 2.03999 0.4081
F -1.55972 -1.26709 2.88322 -0.3683
F -0.21520 0.60255 2.60598 -0.0574
O 0.22269 -1.43350 1.46225 -0.3446
N 1.07275 -0.87576 0.56476 0.5248
C 2.34750 -1.07001 0.57979 0.2819
C 3.06153 -1.89171 1.59062 -1.7464
C -3.37682 2.24224 0.12841 -1.7385
H 4.85491 0.14178 -1.56130 0.4774
H 4.94424 -1.36830 -0.61996 0.3758
H 4.97389 0.18975 0.20144 0.4268
H -1.19765 4.09559 -2.94785 0.4376
H -1.93352 4.52466 -1.39489 0.4444
H -2.87284 3.62486 -2.58416 0.4211
H 2.38098 -2.18636 2.38433 0.4251
H 3.88133 -1.31541 2.02108 0.4298
H 3.49441 -2.78492 1.13391 0.3244
H -3.83901 3.01505 -0.47885 0.5386
H -3.20199 2.63938 1.13065 0.3672
H -4.06405 1.40278 0.23143 0.2870
C 2.88966 -1.85143 -4.31914 -0.8975
Si 1.54915 -2.87987 -3.58333 0.4896
C 1.99333 -3.67737 -1.95805 -0.8365
C 0.68439 -4.02570 -4.74662 -1.1413
Ge -0.21532 -1.00357 -2.66415 1.1287
Si -2.06364 -0.92410 -4.33938 0.4699
C -1.63425 0.53670 -5.39882 -0.9867
C -3.47456 -0.59072 -3.14874 -0.8503
C -2.35388 -2.48383 -5.30316 -1.1760
Si -1.97425 -3.52265 0.89963 0.5067
C -1.75916 -4.23648 -0.77690 -0.4109
C -0.97029 -4.14838 2.28070 -0.9209
C -3.53727 -2.63610 1.19011 -0.8160
H 3.70337 -2.54978 -4.55177 0.4936
H 3.27730 -1.09124 -3.64211 0.1795
H 2.58192 -1.36905 -5.24600 0.3504
H 3.03027 -4.02266 -2.03296 0.4506
H 1.37441 -4.54918 -1.74608 0.4089
H 1.93305 -2.98804 -1.11746 0.0302
H 1.30655 -4.92411 -4.83145 0.4286
H 0.59036 -3.59578 -5.74318 0.3190
H -0.29983 -4.34120 -4.40145 0.3123
H -1.39756 1.42856 -4.81724 0.2287
H -2.50305 0.76005 -6.02565 0.4966
H -0.78932 0.32946 -6.05584 0.3436
H -3.19060 0.05042 -2.31168 0.1161
H -3.88255 -1.52059 -2.74638 0.3003
H -4.28195 -0.08836 -3.68944 0.4710
H -1.55017 -2.69653 -6.00620 0.3342
H -3.26740 -2.34458 -5.88951 0.4119
H -2.50995 -3.35843 -4.66987 0.3009
H -0.73064 -4.48523 -1.03099 -0.0473
H -2.22207 -3.63414 -1.56021 0.0509
H -2.31583 -5.18487 -0.73687 0.5540
H -0.01514 -4.56516 1.96548 0.3423
H -1.55484 -4.95696 2.74252 0.4825
H -0.82846 -3.37311 3.02989 0.2802
H -3.99756 -2.26955 0.27403 0.2982
H -3.42463 -1.83700 1.91736 0.2629
H -4.21140 -3.38711 1.62964 0.4711
C 1.03903 1.90303 0.41584 -1.3064
C 1.45058 2.83366 1.06781 0.3881
C 1.93908 3.91160 1.88033 -0.1758
C 2.78017 4.88320 1.33536 -0.3946
C 3.24493 5.91937 2.12796 -0.6668
C 2.87555 5.99342 3.46426 -0.4332
C 2.03942 5.02869 4.01058 -0.6788
C 1.57068 3.98930 3.22503 -0.3594
H 3.06165 4.82021 0.29218 0.4726
H 3.89589 6.67159 1.70312 0.4032
H 3.23978 6.80420 4.08083 0.4051
H 1.75273 5.08724 5.05200 0.4086
H 0.92087 3.23043 3.64126 0.5396
```

No. 5
C15H18Cl2F14KLi2NO5 | the ωB97M-V functional and the def2-TZVPD basis

Results
LUMO energy ... -2.8 eV
HOMO energy ... -5.742 eV
Gap between HOMO and LUMO ... 2.956 eV
Net charge ... 0

```
58
Properties=species:S:1:pos:R:3:mulliken_charge:R:1
C 0.44063 -1.02788 1.11925 -0.6112
C 0.61114 0.41376 0.31956 0.1336
O 2.02448 0.71954 0.04614 -0.0541
O 2.20399 1.98782 0.29076 -0.2729
C 1.57899 2.82843 -0.77970 0.5847
O 1.71424 2.40398 -2.03795 -0.6324
N 0.91012 4.10233 -0.31664 -0.2499
C -0.30921 4.46480 -1.13377 -0.6085
C -1.75027 4.18497 -0.35881 -0.5404
C -2.72015 3.13126 -1.22250 0.4519
F -1.91799 1.99175 -1.70977 -0.2375
F -3.11632 3.91636 -2.45160 -0.2128
C -4.11016 2.75892 -0.45387 0.4987
F -5.30322 3.21562 -1.26089 -0.2622
F -4.14805 3.63767 0.77653 -0.3184
C -4.23987 1.22344 0.09946 0.5629
F -2.95088 0.73222 0.71947 -0.2284
F -5.15922 1.33976 1.30025 -0.3176
C -4.96749 0.15296 -0.87775 0.5820
F -6.43107 0.52161 -0.95171 -0.2653
F -4.95905 -1.17894 -0.16345 -0.2921
C -4.44339 -0.00685 -2.39733 0.4056
F -5.51102 -0.81020 -3.11198 -0.3123
F -4.32949 1.23895 -3.19947 -0.1768
C -3.06010 -0.85230 -2.62365 0.8062
F -2.29468 -1.17325 -1.40204 -0.1722
F -3.40764 -2.18471 -3.24718 -0.3899
F -2.24028 -0.15630 -3.68565 -0.2283
H -0.66392 -1.09473 1.55928 0.2584
H 1.22478 -1.10575 2.00872 0.0507
H 0.58387 -1.88668 0.31426 0.2593
H 0.04821 0.32257 -0.72060 0.1134
H 0.06937 1.21717 0.97972 0.0889
H 0.63347 3.91631 0.68546 0.3301
H -0.36825 3.96777 -2.19151 0.3674
H -0.23471 5.63964 -1.33401 0.3029
H -2.33549 5.22440 -0.40331 0.3275
H -1.55004 3.82792 0.73745 0.3224
Li 3.56893 1.23954 -2.18896 0.7820
F -2.13107 4.09339 -4.16589 -0.8957
Li -2.43107 -3.03161 -4.54089 0.9513
Cl 3.86893 -1.62674 -2.21406 -0.8524
O 2.73931 -1.74445 3.93649 -0.5914
C 3.50101 -2.47566 3.30967 1.2586
O 3.22016 -2.82313 2.03326 -0.1307
C 4.12823 -3.51560 1.15668 0.3229
C 4.04017 -5.01464 1.36143 -1.2128
C 4.70695 -3.07276 3.97380 -2.1004
H 5.14728 -3.13322 1.26271 -0.0154
H 3.81405 -3.27479 0.13438 0.0451
H 4.33340 -5.30062 2.37460 0.2009
H 4.68784 -5.53956 0.65270 0.4276
H 3.01068 -5.36030 1.22094 0.2584
H 4.40830 -3.96987 4.52140 0.2652
H 5.11280 -2.33768 4.67796 0.5045
H 5.51489 -3.31203 3.28717 0.4811
K 6.26893 -1.23388 3.02166 0.9928
Cl 2.96893 -6.17072 3.26376 -0.7553
```

No. 6
C5H13BrO4Si | the ωB97M-V functional and the def2-TZVPD basis

Results
Energy relative to the best compared isomer or geometry (same formula, charge and spin) ... 293.73 kJ/mol
LUMO energy (spin up / spin down) ... -0.7 / 0.1 eV
HOMO energy (spin up / spin down) ... -6.331 / -8.311 eV
Gap between HOMO and LUMO (spin up / spin down) ... 5.665 / 8.435 eV
Net charge ... 0

```
24
Properties=species:S:1:pos:R:3:mulliken_charge:R:1
C 1.17389 -4.07926 -0.48338 -0.7259
C -2.18376 0.09956 -1.87487 -0.4591
C -1.94167 1.37045 1.43161 -0.6616
C 1.86879 3.25403 -0.53192 -0.6475
C 0.77377 -1.94191 0.30040 -0.1662
O 0.69557 -2.74319 -0.78292 -0.2208
O -1.38940 1.25904 -1.90177 -0.2545
O -0.72479 1.74947 0.80019 -0.1718
O 0.68730 2.70246 -0.99802 -0.2689
Si -0.36176 1.55023 -0.72642 0.3255
Br -0.92818 -2.39581 1.42943 -0.2720
H 2.17740 -4.18293 -0.38477 0.2987
H 0.74433 -4.71662 -1.32246 0.2112
H 0.60900 -4.31985 0.39158 0.3552
H -3.16436 0.54181 -2.20437 0.2045
H -2.21034 -0.26941 -0.86737 0.2784
H -1.92992 -0.56793 -2.75271 0.1902
H -1.99927 0.29618 1.71595 0.2012
H -2.84144 1.41562 0.92548 0.3890
H -2.21335 2.13981 2.23270 0.2520
H 1.77386 4.22889 0.05104 0.2452
H 2.61901 3.49014 -1.30635 0.2549
H 2.29563 2.54366 0.08964 0.3423
H 1.62002 -2.08148 1.11337 0.3000
```

> What is the net charge in the first record?

+1

> Look up the net charge of the fourth one.

+2